DFT (ωB97M-V/def2-TZVPD) results for a structure of composition C3H5N5 at a distorted geometry.

Last column: Mulliken charge in e.
Positions of all 13 atoms, in Å:
C  0.442  -0.856  -0.455  0.492
C  1.024  1.192  0.575  0.081
C  -1.627  0.255  0.458  -0.005
H  -1.526  -1.236  -1.310  0.333
H  -0.207  -2.701  -2.015  0.358
H  0.733  2.019  1.358  0.277
H  -1.712  -0.977  0.793  0.340
H  -2.103  2.401  0.490  0.284
N  -0.335  -1.730  -1.143  -0.621
N  1.718  -0.744  -0.315  -0.542
N  1.999  0.538  0.141  -0.358
N  -0.175  0.239  0.272  -0.031
N  -2.382  1.261  0.648  -0.607

Calculated values
- Energy relative to the best compared isomer or geometry (same formula, charge and spin): 6.801 eV
- Charge: 0
- E_LUMO: -0.20 eV
- Maximum force: 7.230 eV Å⁻¹
- HOMO: -9.00 eV
- Orbital gap: 8.808 eV